(1)
12
Properties=species:S:1:pos:R:3:forces:R:3:lowdin_charge:R:1 method="wB97M-V/def2-TZVPD" energy_ha=-989.32348 total_charge=0 orbital_gap_ev=7.919 max_force_ha_per_bohr=0.09590 smiles="CSC#S(C)=O"
C 0.431231 0.331005 0.730220 -3.0677 1.2926 0.5723 -0.6075
C -2.839392 0.571250 -0.414489 3.6674 1.2070 1.3751 -0.1326
C 3.037684 -0.074944 0.127532 -2.1736 -1.3682 -4.2097 -0.2927
O -1.374526 -1.840225 0.323558 -0.2805 0.4442 0.2712 -0.6846
S -1.480013 -0.462562 0.899928 0.2414 -0.0209 -1.5556 0.7645
S 1.310065 -0.780262 0.020500 0.8261 -0.3183 -0.5027 0.8420
H -3.538473 -0.048949 -0.888233 -0.4734 -1.5439 -0.4170 -0.0007
H -3.369355 1.294061 0.221036 0.5911 -0.0364 -0.2495 0.0211
H -2.064529 0.991058 -1.116032 -1.2957 -0.0921 0.6366 0.0330
H 3.314171 0.065074 -0.956107 0.0578 -0.7000 0.9778 0.0607
H 3.448961 -0.915856 0.558644 1.9833 -1.0940 1.1100 -0.0086
H 3.124177 0.870350 0.493446 -0.0763 2.2299 1.9915 0.0054

---

(2)
12
Properties=species:S:1:pos:R:3:forces:R:3:lowdin_charge:R:1 method="wB97M-V/def2-TZVPD" energy_ha=-989.25013 total_charge=0 orbital_gap_ev=4.431 max_force_ha_per_bohr=0.08880
C -0.705043 -0.226813 -0.752022 -4.4456 -1.0005 -0.2947 -0.2938
C -1.650152 0.895776 -0.342400 -0.7764 1.2808 3.7753 -0.2482
O -2.860196 1.075142 -0.188092 1.4726 -1.4414 -2.4661 0.0294
C 0.704928 -0.250356 -0.236678 -0.5894 -2.7688 -2.2160 -0.6294
S 1.224270 -2.082065 -0.518842 -0.1630 3.4855 1.5086 0.6078
S 2.196522 0.354712 2.389901 -0.4735 -0.8067 -1.5220 0.3850
H -1.232172 -0.942413 -0.082841 0.1432 -0.2154 -0.3984 0.1197
H -1.058283 -0.581485 -1.756339 1.3710 0.0738 0.5813 0.1359
H -1.152504 1.488965 0.425804 1.2031 1.0320 -0.0605 0.1029
H 1.338644 0.282025 -0.868880 1.7547 0.5995 -1.6692 0.0488
H 0.823610 0.633543 0.477954 0.4705 -0.8755 1.9177 0.0396
H 2.370378 -0.647027 1.452440 0.0328 0.6367 0.8440 -0.2980

---

(3)
13
Properties=species:S:1:pos:R:3:forces:R:3:lowdin_charge:R:1 method="wB97M-V/def2-TZVPD" energy_ha=-1387.62864 total_charge=0 orbital_gap_ev=9.226 max_force_ha_per_bohr=0.05644
C 0.494077 -0.444734 0.403007 -1.4949 1.4167 1.5165 -0.4529
C 0.075984 0.643430 -0.626685 -0.7418 -1.8883 1.1465 -1.2938
C -0.280596 -0.357649 1.860236 -0.1599 0.0522 -2.8976 -0.0931
O 0.651745 -1.714577 -1.888971 -0.9915 -0.0300 -0.2282 -0.6029
S 1.205354 1.214257 -1.795220 1.0357 1.5524 -0.6775 0.7479
S -1.226876 1.779949 -0.095489 0.4388 -0.2371 -0.0170 0.7432
S -0.435850 -1.164258 -1.016398 1.7484 0.2898 0.6154 0.9365
H 1.585147 -0.716746 0.395866 -1.3289 0.1392 -0.1137 0.1289
H 0.439947 -0.541542 2.608792 0.6622 -0.4411 0.9193 0.0401
H -1.108962 -1.111706 1.863524 0.7598 0.7330 0.2171 0.0801
H -0.695743 0.668693 1.997321 0.3150 -1.0411 -0.0514 0.0184
H 1.310245 0.123780 -2.557869 -0.1030 -0.5798 0.0330 -0.1266
H -2.014475 1.621101 -1.148114 -0.1399 0.0341 -0.4623 -0.1258

---

(4)
11
Properties=species:S:1:pos:R:3:forces:R:3:lowdin_charge:R:1 method="wB97M-V/def2-TZVPD" energy_ha=-800.30103 total_charge=0 orbital_gap_ev="5.014 / 6.948" max_force_ha_per_bohr=0.15669 spin_multiplicity=3
C -0.186340 0.097619 -0.374116 -4.7204 3.9228 3.6546 -0.2445
C 0.673214 -0.416789 -1.099480 5.6237 -3.7377 -4.3959 -0.4086
C -1.209369 0.424010 0.609611 1.0818 -0.5689 -1.4533 -0.4692
P 2.009895 -0.904339 -2.170508 -2.7918 2.0049 0.6088 0.7128
P -0.266631 1.573865 1.884589 -0.4609 2.6997 -3.0411 0.7962
H -2.159732 0.621198 0.073372 0.5408 0.6315 0.6956 0.0855
H -1.364030 -0.354266 1.338311 -0.5538 -0.9376 0.3010 0.0274
H 1.204683 -0.847180 -3.438577 0.9958 -0.7319 1.3189 -0.0625
H 2.138318 -2.224966 -1.685548 0.0616 -0.7759 -0.6367 -0.1341
H 0.440735 0.480700 2.096043 1.1972 -1.8963 1.3527 -0.1461
H -1.280743 1.550148 2.766303 -0.9739 -0.6106 1.5952 -0.1569

---

(5)
10
Properties=species:S:1:pos:R:3:forces:R:3:lowdin_charge:R:1 method="wB97M-V/def2-TZVPD" energy_ha=-516.06044 total_charge=0 orbital_gap_ev=9.830 max_force_ha_per_bohr=0.03933 smiles=C[C@H]1CS1
C 1.181759 -0.545891 -0.152547 -1.4965 -1.3576 -0.0897 -0.1082
C -0.122165 -0.126417 0.487049 -1.4099 0.9735 -0.4452 -0.6053
C -1.073721 0.855275 -0.147156 0.8709 -0.9381 -0.9832 -0.4708
H 1.009047 -0.823202 -1.188772 -0.1924 -0.0079 -0.2043 0.0715
H 1.901687 0.239370 -0.183595 0.7100 0.4796 0.5186 0.0658
H 1.487869 -1.480173 0.343269 0.4937 0.5774 -0.0963 0.0821
H -0.156418 0.039511 1.550000 0.4543 -0.3972 0.3418 0.0849
H -0.843456 1.152013 -1.183933 -0.2454 0.2705 0.7703 0.0808
H -1.602989 1.480745 0.529526 -0.0356 0.9980 0.0494 0.0481
S -1.781609 -0.791234 -0.053838 0.8509 -0.5982 0.1386 0.7510

---

(6)
10
Properties=species:S:1:pos:R:3:forces:R:3:lowdin_charge:R:1 method="wB97M-V/def2-TZVPD" energy_ha=-516.03489 total_charge=0 orbital_gap_ev=10.014 max_force_ha_per_bohr=0.10085 smiles="C=CCS"
C 0.662197 -0.236500 0.505046 -1.0241 -0.5864 0.5219 -0.5724
C 0.272366 -0.930233 -0.757826 2.1841 2.4362 2.2442 -0.3400
C -0.627121 -1.801016 -0.928580 -4.0568 -2.9904 -1.2210 -0.0199
H 0.376669 2.140191 1.379472 0.4937 -0.4503 0.2241 -0.1617
H 1.664138 0.007063 0.477418 2.3235 0.1950 -0.0943 0.0345
H 0.499390 -0.857274 1.385683 -0.3908 0.1544 0.0335 0.0821
H 0.758527 -0.602540 -1.609190 1.3214 0.6902 -1.5355 0.0768
H -1.398956 -2.115060 -0.149948 1.3396 0.1050 -1.2272 0.1016
H -0.685901 -2.077778 -2.018843 -0.7302 -0.3914 1.4605 0.0846
S -0.191157 1.331993 0.476473 -1.4604 0.8377 -0.4062 0.7144

---

(7)
10
Properties=species:S:1:pos:R:3:forces:R:3:lowdin_charge:R:1 method="wB97M-V/def2-TZVPD" energy_ha=-515.93628 total_charge=0 orbital_gap_ev=9.012 max_force_ha_per_bohr=0.07644
C 0.595832 2.015734 -0.436359 -0.5486 1.7261 2.4474 -0.4717
C -0.648178 1.967239 0.307049 -1.3744 0.1320 0.0940 -0.3966
C -0.481666 -1.917502 0.214635 -1.6988 0.7537 -3.3976 -0.0452
S 0.595811 1.575632 1.347460 0.6503 0.2343 -0.1842 0.8240
H 0.775703 1.257007 -1.057647 0.7823 -3.0224 -2.3883 0.0059
H 0.944234 2.953928 -0.779595 0.4872 0.9745 0.0495 0.0547
H -1.559146 -1.532933 0.151944 1.8504 -0.4368 0.5487 0.0670
H -0.364658 -2.888758 0.525098 -0.2575 -2.1728 1.8227 -0.0248
H 0.294049 -1.302126 0.550332 0.5634 1.2169 1.1368 -0.0399
H -0.151981 -2.128220 -0.822917 -0.4543 0.5945 -0.1289 0.0266

---

(8)
10
Properties=species:S:1:pos:R:3:forces:R:3:lowdin_charge:R:1 method="wB97M-V/def2-TZVPD" energy_ha=-515.93052 total_charge=0 orbital_gap_ev="7.539 / 7.251" max_force_ha_per_bohr=0.07967
C -0.078790 0.199077 -1.218146 -1.4571 1.7850 -0.6701 -0.1542
C 0.496885 -0.990875 -0.482808 -0.6998 -0.0560 -0.1429 -0.1356
C -0.501430 -0.158957 0.107320 -0.0577 2.4634 3.2730 -0.1463
S 0.727394 1.490831 1.945662 -1.3527 -1.5358 -1.3548 0.2319
H 0.257114 1.255277 -1.328830 0.8474 -1.2418 0.1689 0.1257
H -0.870623 0.096705 -1.956093 0.1010 -0.6596 -0.1778 0.1072
H 0.149615 -1.994329 -0.659757 0.3136 -0.2978 -0.5938 0.1172
H 1.400793 -0.832592 0.005546 1.7812 -0.2909 0.3860 0.0775
H -1.309830 -0.113858 0.838330 0.1610 -0.3820 -0.8105 0.0871
H -0.271128 1.048721 2.748778 0.3632 0.2156 -0.0780 -0.3106

---

(9)
10
Properties=species:S:1:pos:R:3:forces:R:3:lowdin_charge:R:1 method="wB97M-V/def2-TZVPD" energy_ha=-515.97494 total_charge=0 orbital_gap_ev=8.976 max_force_ha_per_bohr=0.11059
C 0.656305 1.625085 0.704583 -0.4895 -3.9187 1.7177 -0.4457
C 0.059901 -0.721513 -0.399831 -4.1983 -3.8060 0.4778 -0.5645
C -1.044865 -1.679002 -0.835728 2.8788 3.8118 -0.8479 -0.0842
H -0.226630 1.393863 1.336263 0.6655 0.7631 -0.0328 0.0554
H 1.532382 1.079372 1.119554 -0.4179 0.6415 -0.0852 0.0522
H 0.851654 2.603166 0.535575 0.5265 3.1443 -0.0112 -0.0153
H 0.642812 -1.039385 0.598044 -1.2040 0.4787 -2.5446 0.0936
H -1.937156 -1.566562 -1.834281 3.3357 -0.1673 3.5140 0.1405
H -0.821279 -2.638651 -0.360714 -0.7799 0.0301 -0.4592 -0.0051
S 0.286876 0.943627 -0.863465 -0.3170 -0.9776 -1.7287 0.7730

---

(10)
11
Properties=species:S:1:pos:R:3:forces:R:3:lowdin_charge:R:1 method="wB97M-V/def2-TZVPD" energy_ha=-914.13457 total_charge=0 orbital_gap_ev=8.785 max_force_ha_per_bohr=0.09250
C -0.197737 -0.471744 -0.537258 0.7983 -2.5351 1.9075 -0.6012
C 1.029104 0.399700 -0.936237 -0.4673 -4.6393 0.9392 -0.1451
C 0.880467 -0.041979 0.515903 0.5046 0.7218 0.0350 -0.7367
H -2.686299 -0.524448 0.736326 1.6876 0.1769 -1.5353 -0.0678
H 0.011721 -1.562721 -0.659324 -1.0755 1.0126 -0.4990 0.0929
H 0.683581 1.279974 -1.281795 -0.1485 3.2544 -1.0572 0.0534
H 1.718635 -0.300516 -1.513558 -0.7769 1.7217 0.4913 0.1313
H 1.781737 -0.691911 0.849917 -2.2439 0.5485 -0.5097 0.1166
H -1.476981 0.866766 1.401935 3.7049 0.3245 0.6482 -0.0364
S -2.009775 0.040443 -0.418858 0.6082 -0.4439 0.4572 0.6507
S 0.265548 1.006435 1.842947 -2.5914 -0.1421 -0.8772 0.5422